The ion C5H13N2 with charge +1 at a distorted geometry, computed with ωB97M-V with the def2-TZVPD basis set.

Calculated values
* SMILES string: CCC/C(N)=C/[NH3+]
* E_HOMO: -13.34 eV
* gap between HOMO and LUMO: 9.68 eV
* net charge: +1

Last column: Löwdin charge in e.
Cartesian coordinates (Å):
C (0.903, -1.833, 1.794)  -0.095
C (0.633, -1.749, 0.288)  -0.225
C (1.063, -0.431, -0.399)  -0.145
C (0.023, 0.639, -0.364)  -0.336
N (-0.426, 1.042, 0.880)  0.150
C (-0.563, 1.032, -1.501)  -0.047
N (-1.731, 1.982, -1.423)  0.188
H (0.540, -2.812, 2.116)  0.082
H (0.408, -1.052, 2.378)  0.057
H (1.973, -1.802, 1.994)  0.082
H (1.239, -2.527, -0.164)  0.110
H (-0.408, -1.912, 0.041)  0.111
H (1.270, -0.673, -1.434)  0.114
H (2.013, -0.064, -0.003)  0.134
H (-0.729, 2.003, 0.955)  0.101
H (0.146, 0.777, 1.666)  0.094
H (-0.265, 0.836, -2.509)  0.118
H (-2.088, 2.139, -2.367)  0.170
H (-2.497, 1.518, -0.930)  0.171
H (-1.503, 2.889, -1.017)  0.163